--- 1 ---
Molecular formula: C3H6N2O2
Method: DFT, ωB97M-V/def2-TZVPD

The calculation puts the HOMO energy at -9.57 eV. The value obtained for the LUMO energy is 0.56 eV. As for the gap between HOMO and LUMO: 10.1 eV.

Structure (ORCA input):
```
! RIJCOSX wB97M-V def2-TZVPD def2/J DEFGRID3
* xyz 0 1
C 1.05676 -1.86642 -0.27206
C -0.28123 -1.14632 -0.34088
C 0.92554 0.99743 0.49082
H 1.34078 -1.90719 0.83402
H 1.80807 -1.39834 -1.01157
H 1.14680 -2.85339 -0.79848
H -2.03042 -0.62274 -0.41602
H -0.72031 2.02953 -0.09180
H 1.83581 0.35559 0.87645
N -1.49057 -1.44966 -0.71126
N -0.06235 0.19244 0.21666
O -1.18461 0.94543 0.28325
O 0.84501 2.21568 0.31704
*
```

Atomic partial charges in e from the Löwdin method, atoms 1 to 4: atom 1 (C): -0.05, atom 2 (C): -0.35, atom 3 (C): -0.31, atom 4 (H): 0.11



--- 2 ---
Molecular formula: C3H6N2O2
Method: DFT, ωB97M-V/def2-TZVPD

The calculation puts the HOMO energy at -9.67 eV. Its SMILES is [H]/N=C\C(C=O)=N/[H].O. The value obtained for the LUMO energy is -0.30 eV. As for the gap between HOMO and LUMO: 9.4 eV.

Structure (ORCA input):
```
! RIJCOSX wB97M-V def2-TZVPD def2/J DEFGRID3
* xyz 0 1
H -1.45744 -0.65827 -1.88588
N -2.15416 -0.12649 -1.36013
C -1.76506 0.32839 -0.26129
C -0.37837 0.25714 0.29381
C 0.32568 -1.02151 -0.04748
O 0.46563 -1.39556 -1.18633
N 0.17529 1.19909 0.92771
H -0.41792 2.00894 1.10861
H -2.47170 0.90644 0.33265
H 0.48368 -1.68226 0.82041
O 2.41494 -0.28811 0.57145
H 2.80507 -0.01622 -0.26670
H 1.97432 0.48839 0.95313
*
```

Atomic partial charges in e from the Löwdin method, atoms 1 to 4: atom 1 (H): 0.06, atom 2 (N): 0.14, atom 3 (C): -0.19, atom 4 (C): -0.30



Going by the computed energies, the most stable comes first: 2, 1.



--- 1 ---
Molecular formula: C3H6N2O2
Method: DFT, ωB97M-V/def2-TZVPD

The calculation puts the HOMO energy at -9.62 eV. The value obtained for the LUMO energy is 0.48 eV. As for the gap between HOMO and LUMO: 10.1 eV.

Structure (ORCA input):
```
! RIJCOSX wB97M-V def2-TZVPD def2/J DEFGRID3
* xyz 0 1
C 0.01696 -1.22899 -1.62147
O 0.79569 -0.29117 -0.85563
C -0.06769 0.65507 0.06255
N -0.85001 1.52285 -0.37386
N 0.37780 0.12007 1.19482
C 0.07937 0.69092 2.41710
O 0.48862 0.27056 3.47356
H 0.71657 -1.90348 -2.11584
H -0.55075 -0.66928 -2.36710
H -0.66009 -1.77916 -0.96061
H -0.84116 1.67529 -1.37530
H 1.07264 -0.64182 0.17612
H -0.57794 1.57915 2.34567
*
```

Atomic partial charges in e from the Löwdin method, atoms 1 to 4: atom 1 (C): -0.03, atom 2 (O): -0.10, atom 3 (C): -0.44, atom 4 (N): 0.18



--- 2 ---
Molecular formula: C3H6N2O2
Method: DFT, ωB97M-V/def2-TZVPD

The calculation puts the HOMO energy at -9.69 eV. Its SMILES is O/N=N/O.C#CC. The value obtained for the LUMO energy is 0.91 eV. As for the gap between HOMO and LUMO: 10.6 eV.

Structure (ORCA input):
```
! RIJCOSX wB97M-V def2-TZVPD def2/J DEFGRID3
* xyz 0 1
O -0.78786 0.34575 -2.62732
N -1.57582 1.24432 -1.94559
N -1.25290 1.33758 -0.74900
O -2.01869 2.19375 -0.07665
H -1.13182 0.34505 -3.53227
H -2.70416 2.57728 -0.66181
C 0.01233 -1.02053 2.38962
C 0.97843 -1.09847 1.68663
C 2.10987 -1.22649 0.79636
H -0.81611 -0.92413 3.02367
H 1.86934 -1.93247 0.00109
H 2.33720 -0.25949 0.34890
H 2.98019 -1.58214 1.34637
*
```

Atomic partial charges in e from the Löwdin method, atoms 1 to 4: atom 1 (O): -0.04, atom 2 (N): -0.07, atom 3 (N): -0.06, atom 4 (O): -0.03



--- 3 ---
Molecular formula: C3H6N2O2
Method: DFT, ωB97M-V/def2-TZVPD

The calculation puts the HOMO energy at -9.46 eV. Its SMILES is O=CN[C@]1(O)CN1. The value obtained for the LUMO energy is 0.84 eV. As for the gap between HOMO and LUMO: 10.3 eV.

Structure (ORCA input):
```
! RIJCOSX wB97M-V def2-TZVPD def2/J DEFGRID3
* xyz 0 1
O 1.25600 1.85218 0.96417
C 1.55666 1.23398 -0.03982
N 1.02476 0.04191 -0.37596
C -0.22770 -0.34382 0.23874
O -0.24353 -0.20836 1.58313
C -1.11070 -1.30047 -0.44648
N -1.39893 0.12131 -0.56667
H 2.37784 1.54842 -0.70327
H 1.26070 -0.38357 -1.25664
H 0.19348 0.69510 1.78025
H -0.77435 -1.76541 -1.36610
H -1.73506 -1.92145 0.18490
H -2.17916 0.43017 0.00376
*
```

Atomic partial charges in e from the Löwdin method, atoms 1 to 4: atom 1 (O): 0.02, atom 2 (C): -0.31, atom 3 (N): 0.13, atom 4 (C): -0.57



--- 4 ---
Molecular formula: C3H6N2O2
Method: DFT, ωB97M-V/def2-TZVPD

The calculation puts the HOMO energy at -9.52 eV. Its SMILES is CO[C@]12NO[C@H]1N2. The value obtained for the LUMO energy is 1.00 eV. As for the gap between HOMO and LUMO: 10.5 eV.

Structure (ORCA input):
```
! RIJCOSX wB97M-V def2-TZVPD def2/J DEFGRID3
* xyz 0 1
C 1.21509 -1.17035 -0.90972
O 0.18756 -1.40398 0.04817
C -0.44051 -0.28342 0.46348
N -0.97088 0.69795 -0.50334
O -0.81298 1.75733 0.49235
C -0.24531 0.83828 1.40686
N -1.12451 -0.27231 1.71335
H 1.89354 -2.02346 -0.88077
H 1.77206 -0.26044 -0.67459
H 0.79309 -1.07687 -1.91166
H -1.98117 0.58458 -0.62685
H 0.46483 1.21503 2.13209
H -2.12544 -0.08292 1.67669
*
```

Atomic partial charges in e from the Löwdin method, atoms 1 to 4: atom 1 (C): -0.07, atom 2 (O): -0.04, atom 3 (C): -0.54, atom 4 (N): 0.11



Going by the computed energies, the most stable comes first: 3, 1, 4, 2.